Molecular formula: C31H58BBr4Cl2N4O
Method: DFT, ωB97M-V/def2-TZVPD

The net charge is +1. Its largest force on an atom is 4.4 eV/Å. As for the multiplicity: 1. The calculation puts the energy relative to the best compared isomer or geometry (same formula, charge and spin) at 380.1 kcal/mol. Its gap between HOMO and LUMO is 6.25 eV. The HOMO energy comes out at -9.844 eV.

Last columns: bonded neighbours and bond lengths (Å).
Positions of all 101 atoms, in Å:
1 C 4.59403 -3.44342 4.06872  C2 1.490, H36 1.171, H37 1.182
2 C 3.56280 -2.37316 3.96047  C1 1.490, C3 1.651, H38 1.186
3 C 2.09661 -2.53894 3.21915  C2 1.651, N4 1.523, H39 1.194, H40 1.170
4 N 1.38067 -1.20397 3.37921  C3 1.523, C5 1.395, H41 1.065
5 C 1.11652 -0.31347 2.33864  N4 1.395, N6 1.503, N31 1.527
6 N 0.34822 0.97269 2.46246  C5 1.503, C7 1.488, C10 1.511
7 C 0.32051 1.59527 3.81364  N6 1.488, C8 1.649, H42 1.192, H43 1.194
8 C -0.61925 2.94323 3.94964  C7 1.649, C9 1.514, H44 1.174
9 C -1.49910 3.05956 5.17682  C8 1.514, H45 1.182, H46 1.190
10 C -1.00925 0.74662 1.83767  N6 1.511, C11 1.632, H47 1.169, H48 1.196
11 C -1.04173 -0.19014 0.50157  C10 1.632, C12 1.673, C22 1.637, C27 1.676
12 C -2.13943 0.56221 -0.51207  C11 1.673, C13 1.676, H49 1.168, H50 1.195
13 C -3.66933 0.62753 0.17017  C12 1.676, C14 1.643, H51 1.164, H52 1.178
14 C -4.83665 1.04870 -0.90609  C13 1.643, C15 1.638, C16 1.635, H53 1.195
15 C -4.29299 1.73192 -2.29175  C14 1.638, H54 1.194, H55 1.194, H56 1.170
16 C -5.83084 -0.23593 -1.09301  C14 1.635, C17 1.633, H57 1.182, H58 1.194
17 C -6.46124 -0.44606 -2.58513  C16 1.633, C18 1.666, H59 1.194, H60 1.168
18 C -5.61856 -1.63621 -3.39023  C17 1.666, C19 1.518, H61 1.175
19 C -5.62926 -3.06767 -2.88397  C18 1.518, C20 1.667, C21 1.667
20 C -4.58658 -4.23527 -3.45752  C19 1.667, H62 1.193, H63 1.191, H64 1.170
21 C -6.65211 -3.58961 -1.67524  C19 1.667, H65 1.194, H66 1.170, H67 1.170
22 C -1.38141 -1.77818 0.70792  C11 1.637, Cl23 1.893, C24 1.630, H68 1.198
23 Cl -2.57238 -2.48869 -0.58120  C22 1.893
24 C -1.78259 -2.27150 2.20856  C22 1.630, C25 1.676, Cl26 1.849, H69 1.168
25 C -1.20722 -3.84027 2.34079  C24 1.676, H70 1.188, H71 1.193, H72 1.170
26 Cl -3.58969 -2.39763 2.57802  C24 1.849
27 C 0.51670 -0.15956 -0.11427  C11 1.676, B28 1.639, N31 1.503, H73 1.197
28 B 0.91034 1.21223 -0.92064  C27 1.639, C29 1.678, O30 1.493
29 C 1.31867 2.64655 -0.15237  B28 1.678, H74 1.173, H75 1.193, H76 1.190
30 O 0.93919 1.27553 -2.41229  B28 1.493, H77 1.014
31 N 1.51092 -0.64835 0.90162  C5 1.527, C27 1.503, C32 1.479
32 C 2.94507 -0.45917 0.59168  N31 1.479, C33 1.675, H78 1.194, H79 1.197
33 C 3.48746 -1.25412 -0.77958  C32 1.675, C34 1.639, H80 1.180, H81 1.194
34 C 4.83135 -2.15490 -0.51638  C33 1.639, N35 1.543, H82 1.194, H83 1.170
35 N 5.72075 -1.97431 -1.76466  C34 1.543, H84 1.045, H85 1.047
36 H 5.22383 -3.86994 3.17885  C1 1.171
37 H 4.83330 -3.84143 5.15583  C1 1.182
38 H 3.82689 -1.31664 4.42892  C2 1.186
39 H 1.41284 -3.37931 3.72056  C3 1.194
40 H 2.26315 -2.87079 2.10960  C3 1.170
41 H 1.06695 -0.99280 4.37438  N4 1.065
42 H 1.42045 1.93453 4.12268  C7 1.192
43 H -0.06383 0.85041 4.66353  C7 1.194
44 H -0.66256 3.82034 3.17011  C8 1.174
45 H -2.66947 2.89186 5.15836  C9 1.182
46 H -0.98005 3.27460 6.22581  C9 1.190
47 H -1.74406 0.44806 2.69693  C10 1.169
48 H -1.36772 1.83497 1.49515  C10 1.196
49 H -2.13890 0.12047 -1.59349  C12 1.168
50 H -1.92592 1.73310 -0.62211  C12 1.195
51 H -3.99703 -0.37570 0.66153  C13 1.164
52 H -3.64206 1.45833 1.00424  C13 1.178
53 H -5.48527 1.89160 -0.36225  C14 1.195
54 H -3.90365 0.87891 -3.03027  C15 1.194
55 H -5.16297 2.27643 -2.90140  C15 1.194
56 H -3.40030 2.47804 -2.16747  C15 1.170
57 H -5.37026 -1.27417 -0.76604  C16 1.182
58 H -6.75627 -0.06554 -0.35801  C16 1.194
59 H -7.55000 -0.90986 -2.42592  C17 1.194
60 H -6.62110 0.52411 -3.21578  C17 1.168
61 H -4.96977 -1.45304 -4.35204  C18 1.175
62 H -3.71534 -4.32172 -2.64710  C20 1.193
63 H -5.18881 -5.25910 -3.36463  C20 1.191
64 H -4.19663 -4.01930 -4.53915  C20 1.170
65 H -5.93717 -3.86644 -0.76039  C21 1.194
66 H -7.36701 -2.75308 -1.27801  C21 1.170
67 H -7.22058 -4.57685 -1.94161  C21 1.170
68 H -0.38991 -2.40248 0.45965  C22 1.198
69 H -1.27880 -1.70297 3.09593  C24 1.168
70 H -0.07008 -3.91062 2.00411  C25 1.188
71 H -1.85871 -4.57221 1.66071  C25 1.193
72 H -1.22765 -4.12050 3.47652  C25 1.170
73 H 0.48554 -1.00626 -0.95920  C27 1.197
74 H 2.29235 2.55594 0.49502  C29 1.173
75 H 1.53551 3.52030 -0.93586  C29 1.193
76 H 0.42773 3.04355 0.52927  C29 1.190
77 H 0.66820 2.22890 -2.62543  O30 1.014
78 H 3.35859 0.66018 0.64269  C32 1.194
79 H 3.56957 -0.99904 1.45835  C32 1.197
80 H 2.63179 -2.00095 -1.09887  C33 1.180
81 H 3.60291 -0.49718 -1.69633  C33 1.194
82 H 4.49991 -3.30128 -0.55438  C34 1.194
83 H 5.40491 -1.92076 0.47615  C34 1.170
84 H 6.69707 -2.29056 -1.56697  N35 1.045
85 H 5.26012 -2.55318 -2.50565  N35 1.047
86 Br 3.46798 2.84925 -3.29944  C87 1.950
87 C 2.48229 4.06126 -4.46696  Br86 1.950, C88 1.511, H90 1.093, H91 1.094
88 C 2.45123 5.46179 -3.90070  C87 1.511, Br89 1.950, H92 1.094, H93 1.094
89 Br 1.16430 5.60543 -2.44217  C88 1.950
90 H 1.48824 3.62887 -4.60986  C87 1.093
91 H 3.02238 4.04165 -5.41769  C87 1.094
92 H 2.10680 6.17517 -4.65470  C88 1.094
93 H 3.41680 5.79282 -3.50807  C88 1.094
94 Br 7.60477 3.11759 1.63257  C95 1.950
95 C 7.58620 3.46013 -0.28733  Br94 1.950, C96 1.511, H98 1.093, H99 1.094
96 C 6.30864 2.95951 -0.92003  C95 1.511, Br97 1.950, H100 1.094, H101 1.094
97 Br 6.33747 1.02071 -1.13067  C96 1.950
98 H 8.48606 2.99835 -0.70271  C95 1.093
99 H 7.66362 4.54682 -0.38268  C95 1.094
100 H 6.20022 3.35384 -1.93433  C96 1.094
101 H 5.41303 3.20444 -0.34214  C96 1.094